Entry 1:
C2HBrFN | the ωB97M-V functional and the def2-TZVPD basis

The highest occupied orbital energy (alpha / beta) is -0.3299 / -0.4320 Ha. As for the expectation value of S²: 2.012. As for the relative energy (zero: lowest compared OMol25 entry of this formula, charge and spin): 46.4 kcal/mol. The frontier orbital gap (alpha / beta) is 9.36 / 9.35 eV. Its multiplicity is 3.

XYZ file:
```
6
Properties=species:S:1:pos:R:3:forces:R:3
C 0.2034 1.0385 -0.0316 0.88 1.32 -0.25
C 0.0625 -0.3401 -0.1268 0.73 0.09 -1.20
N 0.4559 2.1643 -0.1597 -0.48 -0.51 0.52
F 1.1139 -1.0895 0.1544 0.25 -0.11 0.85
Br -0.8197 -0.9333 -1.5980 -0.98 -0.52 -0.70
H -1.0160 -0.8400 1.7618 -0.41 -0.27 0.78
```
Positions in Å, forces in eV/Å.

***

Entry 2:
C4H32N2O11 | the ωB97M-V functional and the def2-TZVPD basis

The highest occupied orbital energy is -0.3154 Ha. As for the relative energy (zero: lowest compared OMol25 entry of this formula, charge and spin): 65.8 kcal/mol. The frontier orbital gap is 8.71 eV. The SMILES is NCCNCCO.O.O.O.O.O.O.O.O.O.O.

XYZ file:
```
49
Properties=species:S:1:pos:R:3:forces:R:3
N 0.4808 -0.3629 0.3964 -0.47 0.01 0.43
C -0.1386 0.7785 -0.2429 0.47 -0.20 0.06
C 0.7291 1.7218 -1.1025 -0.01 0.36 0.44
N 1.1538 2.9599 -0.4347 -0.14 -0.05 0.55
C 0.3054 3.6079 0.6115 1.91 -1.71 -1.55
C 0.6110 2.8941 1.9507 -1.41 2.18 1.09
O 0.7215 3.9280 2.9550 0.76 -0.10 0.66
H 0.6492 -1.1304 -0.2290 -0.09 0.08 -0.19
H 1.2940 -0.1605 0.9433 0.28 0.21 0.10
H -0.5900 1.3681 0.5525 -0.51 -0.05 -0.27
H -0.8946 0.3482 -0.8976 -0.34 0.22 0.14
H 1.6604 1.2019 -1.3292 -0.19 -0.19 -0.54
H 0.1292 1.9279 -1.9964 0.28 -0.02 -0.26
H 1.6584 3.5863 -1.0397 -0.18 0.07 0.01
H 0.6824 4.6204 0.7087 -0.15 0.15 0.06
H -0.7139 3.6090 0.2182 -0.42 0.06 0.81
H -0.1506 2.1814 2.2745 0.05 -0.15 -0.17
H 1.5979 2.4569 2.0208 0.03 -0.27 -0.70
H -0.0482 4.4631 3.1574 -0.44 -0.43 -0.44
H 3.7671 -1.2218 2.8471 -0.22 -0.03 0.32
H 3.1912 -0.9140 1.5018 -0.36 -0.27 -0.20
O 2.9098 -1.1154 2.4167 0.73 0.28 -0.05
H -0.7655 -0.3630 -3.0714 -0.15 0.97 0.46
H -2.1331 0.2546 -3.6466 0.26 0.25 0.45
O -1.4506 -0.4118 -3.7353 -0.18 -0.69 -0.94
H -4.5132 0.4014 0.1866 0.00 -0.11 0.00
H -3.1368 0.9874 0.4611 0.05 -0.06 0.00
O -3.8110 0.4171 0.8446 0.06 0.10 -0.01
H -1.2726 3.7101 -2.4304 0.21 -0.42 -0.59
H -2.5800 3.7424 -1.8398 -0.65 -0.32 -0.17
O -2.1334 3.2844 -2.5654 0.43 0.71 0.79
H 1.7208 -2.4610 2.6310 -0.12 -0.04 -0.11
H 0.2089 -2.7552 2.6337 -0.04 -0.08 0.03
O 1.0635 -3.1745 2.5102 0.13 0.00 0.01
H 2.4335 -1.7432 -0.5249 0.54 -0.15 -0.09
H 3.4344 -0.6364 -1.0455 -0.19 -0.06 -0.06
O 3.2339 -1.2256 -0.3141 0.33 0.15 0.06
H 0.2556 -2.8641 -1.9295 0.10 -0.08 -0.11
H -0.4735 -2.0210 -3.0536 0.09 -0.60 -0.03
O 0.0874 -1.9774 -2.2696 0.02 0.08 0.21
H -2.3384 -2.1796 0.6267 -0.15 -0.38 -0.34
H -1.4432 -2.0030 1.7692 0.26 0.02 0.12
O -1.7248 -2.6994 1.1676 -0.18 0.45 0.15
H 1.1868 -3.3704 0.6114 0.16 -0.20 0.31
H 2.5047 -4.0093 0.1521 0.01 0.01 0.04
O 1.7533 -3.5059 -0.1718 -0.50 0.19 -0.42
H -3.1841 -3.5109 -1.0581 0.19 -0.08 -0.02
H -2.2807 -2.4277 -1.7003 0.18 -0.10 0.00
O -3.1384 -2.5815 -1.2957 -0.40 0.30 -0.01
```
Positions in Å, forces in eV/Å.

***

Entry 3:
C27H55I2InNO9 | the ωB97M-V functional and the def2-TZVPD basis

As for the net charge: -1. The highest occupied orbital energy is -0.1886 Ha. The frontier orbital gap is 7.20 eV.

XYZ file:
```
95
Properties=species:S:1:pos:R:3:forces:R:3
N 1.7343 -2.3000 0.0759 0.36 -0.07 0.04
In 2.0413 -0.2405 0.1692 -0.23 0.03 -0.01
I 3.6851 0.1418 2.3804 0.10 0.06 -0.05
I 3.2979 0.3591 -2.2530 0.02 0.05 0.07
C 0.2558 1.0068 0.4015 0.24 -0.45 -0.41
C -0.9300 0.1892 -0.0253 -0.36 1.38 0.47
C -2.2092 0.3886 0.7454 1.44 -3.51 -0.23
O -1.2885 -0.8773 0.7771 -0.12 -0.02 -0.36
H 1.1037 -2.5219 -0.6871 -0.06 -0.02 0.03
H 1.2734 -2.5984 0.9298 -0.14 -0.01 -0.06
H 0.3225 1.8834 -0.2434 0.08 0.13 0.15
H 0.1190 1.2877 1.4453 0.17 0.15 -0.01
H -1.0670 0.0296 -1.1018 0.06 0.00 0.26
H -2.1339 0.5522 1.8102 -0.66 1.42 -0.15
H -3.0526 -0.0610 0.2416 -0.76 0.98 0.31
C -2.9642 -2.9452 -2.8716 0.10 0.21 0.08
C -3.8130 -1.7961 -2.4050 0.09 -0.12 0.03
O -3.3178 -0.7912 -1.9457 -0.18 0.11 -0.13
C -5.3091 -1.9402 -2.5533 0.01 0.11 0.05
H -1.9170 -2.7063 -2.6992 0.01 -0.03 0.02
H -3.2208 -3.8547 -2.3258 -0.06 -0.04 -0.08
H -3.1179 -3.1234 -3.9358 -0.08 -0.08 0.11
H -5.6586 -2.8061 -1.9883 0.00 -0.04 -0.06
H -5.5644 -2.0926 -3.6040 0.01 -0.06 0.00
H -5.8022 -1.0433 -2.1854 0.00 0.00 0.00
C 4.9166 3.1830 6.5317 -0.02 0.11 0.09
C 3.5338 3.6300 6.1165 0.05 -0.08 -0.03
O 2.9448 4.4998 6.7212 -0.04 -0.01 0.03
C 2.9431 2.9295 4.9260 -0.15 0.19 0.06
H 5.2434 3.7508 7.3998 0.00 0.00 0.00
H 4.9074 2.1178 6.7687 0.02 -0.02 -0.06
H 5.6176 3.3303 5.7086 -0.01 -0.06 -0.02
H 2.8719 1.8569 5.1116 0.08 -0.03 -0.07
H 3.5778 3.0585 4.0487 0.05 -0.10 0.01
H 1.9541 3.3258 4.7132 -0.02 0.00 -0.04
C -4.3935 1.9774 4.2979 0.06 -0.06 -0.03
C -3.2841 2.9397 3.9575 -0.10 -0.05 0.02
O -2.2058 2.5547 3.5733 -0.02 0.03 -0.09
C -3.5832 4.4087 4.1356 0.10 0.01 -0.02
H -4.0550 0.9578 4.1323 0.00 0.00 0.00
H -4.6731 2.1014 5.3455 -0.02 0.02 0.00
H -5.2695 2.1781 3.6776 -0.02 0.03 0.04
H -3.8493 4.6051 5.1759 -0.04 -0.01 -0.01
H -4.4279 4.6985 3.5079 -0.04 -0.01 0.04
H -2.7094 4.9958 3.8639 0.00 0.00 0.00
C 3.6319 -3.7172 2.7710 0.07 0.02 0.23
C 4.7082 -4.6878 3.1674 -0.04 -0.03 -0.13
O 5.3443 -4.5887 4.1926 0.00 -0.01 0.04
C 4.9656 -5.8222 2.1978 0.10 -0.02 0.08
H 3.5273 -2.9408 3.5234 0.01 0.01 0.00
H 3.8660 -3.2507 1.8125 -0.10 -0.04 -0.05
H 2.6838 -4.2470 2.6556 0.01 0.00 -0.10
H 5.2504 -5.4196 1.2244 -0.06 0.00 -0.02
H 4.0553 -6.4084 2.0603 -0.02 0.03 -0.05
H 5.7595 -6.4605 2.5792 0.00 0.00 0.00
C -0.2690 -4.7837 -6.5665 -0.02 0.05 0.09
C -1.7683 -4.9134 -6.4644 0.09 0.00 -0.04
O -2.3822 -4.4440 -5.5357 -0.03 -0.09 -0.13
C -2.4648 -5.6563 -7.5796 -0.09 0.02 0.07
H 0.1134 -4.2323 -5.7116 0.00 0.00 0.00
H 0.1911 -5.7730 -6.5975 0.00 0.00 -0.06
H -0.0003 -4.2609 -7.4861 0.01 -0.04 -0.03
H -2.0812 -6.6759 -7.6458 0.04 0.01 -0.04
H -2.2716 -5.1629 -8.5336 0.04 -0.03 -0.01
H -3.5352 -5.6798 -7.3923 0.00 0.00 0.00
C -0.3665 2.3987 6.2318 -0.20 0.06 0.09
C -1.1992 2.0194 7.4244 0.05 -0.03 0.00
O -2.4101 2.0796 7.4083 -0.02 0.03 0.00
C -0.4530 1.5624 8.6557 -0.12 -0.02 0.04
H -1.0253 2.6940 5.4231 0.15 0.02 -0.07
H 0.3028 3.2210 6.4960 0.07 -0.06 0.01
H 0.2414 1.5525 5.9070 0.06 0.02 0.03
H 0.2234 2.3504 8.9917 0.05 -0.02 -0.03
H 0.1501 0.6840 8.4190 0.05 0.03 -0.01
H -1.1573 1.3195 9.4479 0.00 0.00 0.00
C -2.8611 -0.0348 -5.3586 -0.06 -0.17 -0.05
C -4.1825 0.5920 -5.7151 0.07 0.07 0.04
O -5.0529 -0.0180 -6.2940 -0.03 -0.03 0.00
C -4.3687 2.0310 -5.2963 -0.12 -0.02 -0.05
H -2.8394 -1.0692 -5.6965 0.00 0.00 0.01
H -2.0386 0.5131 -5.8215 0.00 0.06 0.06
H -2.7226 0.0006 -4.2764 0.09 0.05 -0.01
H -3.6017 2.6564 -5.7561 0.04 0.00 0.05
H -4.2624 2.1165 -4.2133 0.06 0.01 0.00
H -5.3540 2.3780 -5.5981 0.00 0.00 0.00
C 5.8591 2.3001 -5.1112 -0.11 -0.19 -0.09
C 4.6575 2.9322 -5.7703 0.05 0.06 0.07
O 3.7960 2.2809 -6.3081 0.01 -0.02 -0.09
C 4.5950 4.4434 -5.7293 -0.11 -0.02 -0.02
H 5.7903 1.2178 -5.1843 -0.03 -0.01 0.03
H 6.7703 2.6401 -5.6087 0.02 0.07 0.08
H 5.9044 2.5825 -4.0586 0.03 0.04 -0.01
H 5.4741 4.8686 -6.2175 0.03 0.00 0.05
H 4.5858 4.7864 -4.6933 0.05 0.01 0.00
H 3.6949 4.7859 -6.2336 0.00 0.00 0.00
```
Positions in Å, forces in eV/Å.

***

Entry 4:
C30H50N2O9S | the ωB97M-V functional and the def2-TZVPD basis

The highest occupied orbital energy is -0.3334 Ha. As for the relative energy (zero: lowest compared OMol25 entry of this formula, charge and spin): 0.0 kcal/mol. The frontier orbital gap is 8.77 eV. The SMILES is O=[SH](=O)Cc1cccc2nccnc12.CC(C)=O.CC(C)=O.CC(C)=O.CC(C)=O.CC(C)=O.CC(C)=O.CC(C)=O.

XYZ file:
```
92
Properties=species:S:1:pos:R:3:forces:R:3
O 6.5129 -5.0953 -0.5438 0.13 -1.25 -0.94
S 5.2437 -5.6378 -0.1234 0.29 2.35 0.86
O 4.7633 -4.9492 1.0473 -0.78 -0.82 0.25
C 3.9924 -5.4394 -1.4500 -0.71 -0.37 0.24
C 2.8451 -4.6255 -0.8567 1.21 -1.02 -0.94
C 2.9698 -3.2809 -0.8403 -1.15 1.08 0.53
C 1.9116 -2.5107 -0.2487 1.03 0.02 -0.23
C 0.8453 -3.1500 0.2774 -0.78 0.32 0.40
C 0.6925 -4.5620 0.2506 -0.23 1.01 0.18
N -0.4410 -5.1000 0.7876 1.07 -1.04 -0.50
C -0.4468 -6.4093 0.6915 -0.53 -0.17 0.37
C 0.6063 -7.1877 0.1399 -0.05 -0.39 -0.05
N 1.6990 -6.6807 -0.3760 -0.75 0.33 0.39
C 1.7192 -5.3203 -0.3277 0.58 0.15 -0.17
H 5.2990 -6.9576 0.2298 0.05 0.10 -0.60
H 4.4229 -4.9237 -2.3138 0.34 -0.10 0.43
H 3.6287 -6.4222 -1.7771 0.28 0.14 0.22
H 3.8371 -2.7543 -1.2335 -0.09 -0.32 0.01
H 1.9664 -1.4202 -0.1953 0.09 -0.70 -0.04
H 0.0692 -2.5466 0.7487 0.01 -0.33 -0.06
H -1.3214 -6.9379 1.0804 0.20 0.15 -0.08
H 0.4967 -8.2742 0.1464 0.08 0.24 -0.04
C -0.6198 1.1294 -0.8650 0.30 -0.16 0.15
C 0.6982 0.8299 -1.5275 0.02 -0.07 0.03
O 1.6012 0.2881 -0.9203 -0.09 0.53 -0.17
C 0.8482 1.2282 -2.9688 0.38 -0.08 0.00
H -0.5889 0.7896 0.1670 0.01 -0.02 -0.03
H -0.8091 2.2031 -0.8765 -0.17 -0.04 -0.17
H -1.4247 0.6065 -1.3826 -0.10 0.21 -0.06
H 0.7222 2.3102 -3.0657 -0.22 -0.20 -0.06
H 0.1059 0.7106 -3.5790 -0.11 0.16 0.00
H 1.8433 0.9531 -3.3180 -0.03 -0.05 0.03
C 9.1290 -4.8550 -2.4233 -0.04 -0.03 -0.23
C 9.7025 -6.1211 -3.0040 -0.07 0.04 -0.15
O 9.3344 -6.5532 -4.0731 0.03 -0.03 0.05
C 10.7594 -6.8315 -2.1925 0.00 -0.21 -0.22
H 8.3838 -4.4507 -3.1056 0.00 -0.03 0.02
H 8.6496 -5.0683 -1.4685 0.10 0.12 0.06
H 9.9207 -4.1154 -2.2880 0.01 -0.04 0.17
H 10.3502 -7.1273 -1.2252 0.09 0.15 0.08
H 11.6199 -6.1767 -2.0460 -0.06 0.03 0.18
H 11.0839 -7.7241 -2.7248 -0.02 0.03 -0.01
C -3.6582 3.9309 2.1348 -0.15 -0.36 -0.56
C -2.9614 2.6983 1.6277 -0.28 0.05 -0.19
O -3.1968 2.2408 0.5284 0.08 -0.07 0.14
C -1.9538 2.0552 2.5515 0.02 -0.20 -0.24
H -4.3530 4.2891 1.3762 -0.01 -0.04 0.02
H -4.2190 3.6946 3.0402 0.15 0.16 0.13
H -2.9325 4.7093 2.3376 -0.04 -0.03 0.22
H -2.4432 1.7438 3.4758 0.07 0.15 0.08
H -1.1514 2.7600 2.7762 -0.08 0.03 0.16
H -1.5258 1.1788 2.0705 -0.02 0.00 0.04
C -1.5486 7.7577 5.0954 -0.08 0.05 -0.28
C -2.2301 6.4379 4.8334 -0.05 0.03 -0.10
O -2.7664 6.2028 3.7740 0.15 0.29 0.31
C -2.2155 5.4218 5.9486 -0.15 -0.16 -0.20
H -1.6352 8.3895 4.2135 -0.01 -0.03 0.01
H -2.0245 8.2621 5.9378 0.15 -0.05 0.10
H -0.4911 7.5954 5.3102 -0.04 0.03 0.19
H -2.7198 5.8255 6.8278 0.17 0.02 0.08
H -1.1867 5.1588 6.2001 -0.02 0.11 0.16
H -2.7388 4.5234 5.6258 0.00 0.03 -0.01
C -8.4135 2.4564 0.7061 -0.04 0.02 0.26
C -7.8299 3.8441 0.8079 0.00 0.11 0.20
O -7.8400 4.4556 1.8523 0.01 -0.06 -0.07
C -7.2339 4.4384 -0.4432 0.08 0.20 0.14
H -8.8040 2.1580 1.6772 0.02 0.03 -0.01
H -9.2291 2.4464 -0.0189 0.12 -0.09 -0.12
H -7.6399 1.7477 0.4050 -0.07 0.00 -0.18
H -7.9968 4.5177 -1.2196 0.08 -0.15 -0.09
H -6.4076 3.8172 -0.7941 -0.11 -0.06 -0.13
H -6.8542 5.4344 -0.2223 -0.02 -0.03 0.02
C 2.3580 5.0943 -2.6331 -0.12 -0.29 0.04
C 0.9469 5.2712 -3.1378 -0.06 -0.05 0.00
O 0.1535 4.3564 -3.1278 0.01 0.19 0.01
C 0.5660 6.6350 -3.6550 -0.27 -0.13 -0.05
H 2.4956 4.0694 -2.2920 0.00 0.03 0.00
H 3.0689 5.2959 -3.4359 0.04 0.16 0.08
H 2.5421 5.7704 -1.7969 0.10 0.10 -0.11
H 1.1999 6.9029 -4.5018 0.10 0.12 0.12
H 0.6731 7.3774 -2.8626 0.16 0.06 -0.08
H -0.4713 6.6195 -3.9838 0.02 -0.02 0.02
C -3.0160 -3.5911 0.5887 -0.44 -0.15 -0.02
C -4.4197 -3.3822 0.0771 -0.05 -0.04 0.03
O -5.2356 -4.2759 0.0867 0.02 0.04 -0.01
C -4.7639 -2.0085 -0.4487 -0.28 -0.13 -0.04
H -2.9059 -4.6132 0.9340 -0.02 0.03 -0.01
H -2.2967 -3.4121 -0.2108 0.06 0.14 0.10
H -2.8209 -2.9161 1.4242 0.14 0.09 -0.11
H -4.1195 -1.7599 -1.2935 0.10 0.13 0.12
H -4.6416 -1.2647 0.3407 0.18 0.07 -0.10
H -5.8001 -1.9990 -0.7828 0.02 -0.02 0.01
```
Positions in Å, forces in eV/Å.

***

Question: Number 1 is which compound?
Answer: C2HBrFN